1.
ORCA calculation (ωB97M-V/def2-TZVPD) on a structure of composition C42H34AsBiBrN2O2.

Properties
**2S+1**: 1
**Relative energy (zero: lowest compared OMol25 entry of this formula, charge and spin)**: 0.4 kcal/mol
**Total charge**: +1

Geometry (Å):
Bi 1.776 -1.235 -1.227
O 1.770 -3.062 2.607
C 1.529 -2.028 3.475
C 1.630 -2.270 4.836
C 1.372 -1.248 5.735
C 1.024 0.020 5.287
C 0.919 0.253 3.926
C 1.155 -0.765 3.012
C 0.971 -0.525 1.541
O 2.096 -0.971 0.813
N -0.256 -1.214 1.103
N -0.372 -1.148 -0.306
C -1.553 -1.082 -0.786
C -1.898 -1.106 -2.194
Br -0.545 -1.580 -3.457
C -3.144 -0.906 -2.649
C -4.278 -0.431 -1.853
C -5.534 -1.012 -2.050
C -6.618 -0.588 -1.302
C -6.467 0.441 -0.379
C -5.233 1.050 -0.209
C -4.139 0.618 -0.942
H 2.137 -2.687 1.788
H 1.921 -3.257 5.170
H 1.457 -1.441 6.797
H 0.836 0.817 5.993
H 0.642 1.236 3.559
H 0.819 0.543 1.364
H -0.218 -2.197 1.381
H -2.384 -1.035 -0.087
H -3.340 -1.111 -3.696
H -5.653 -1.805 -2.777
H -7.584 -1.052 -1.445
H -7.320 0.780 0.194
H -5.122 1.873 0.484
H -3.188 1.126 -0.843
C 1.691 -3.353 -0.877
C 1.719 -4.548 -0.676
C 1.743 -5.945 -0.367
C 1.654 -6.355 0.965
C 1.678 -7.706 1.268
C 1.791 -8.646 0.253
C 1.881 -8.240 -1.072
C 1.858 -6.893 -1.387
H 1.571 -5.612 1.748
H 1.611 -8.025 2.300
H 1.811 -9.701 0.496
H 1.971 -8.975 -1.860
H 1.929 -6.565 -2.415
C 1.076 4.925 -4.967
C 0.286 3.788 -5.052
C 0.175 2.942 -3.957
C 0.846 3.233 -2.772
C 1.642 4.372 -2.694
C 1.755 5.215 -3.791
As 0.593 2.022 -1.280
C -0.767 2.950 -0.231
C -1.102 4.278 -0.470
C -2.047 4.914 0.324
C -2.658 4.232 1.368
C -2.334 2.904 1.608
C -1.401 2.263 0.804
C 2.185 2.420 -0.227
C 2.136 2.906 1.074
C 3.307 3.049 1.809
C 4.530 2.710 1.250
C 4.586 2.232 -0.052
C 3.418 2.081 -0.784
H 1.168 5.585 -5.820
H -0.237 3.557 -5.970
H -0.435 2.048 -4.029
H 2.177 4.602 -1.781
H 2.375 6.100 -3.726
H -0.628 4.825 -1.275
H -2.301 5.948 0.131
H -3.387 4.735 1.991
H -2.807 2.365 2.419
H -1.173 1.221 0.998
H 1.188 3.184 1.519
H 3.262 3.430 2.821
H 5.439 2.823 1.825
H 5.540 1.977 -0.497
H 3.475 1.725 -1.809

2.
ORCA calculation (ωB97M-V/def2-TZVPD) on a structure of composition C42H34BrN3O2PTeW.

Properties
**2S+1**: 3
**Total charge**: +1
**DFT total energy**: -141116.793 eV

Geometry (Å):
W -0.488 0.803 -0.074
C -3.636 0.087 0.612
N -2.428 0.888 0.863
C -2.627 1.951 1.631
C -1.609 2.849 1.808
C -1.466 4.032 2.540
C -0.174 4.473 2.282
C 0.415 3.557 1.412
N -0.449 2.558 1.117
C -3.809 -1.090 1.545
C -4.556 -2.181 1.115
C -4.755 -3.274 1.946
C -4.208 -3.284 3.223
C -3.475 -2.192 3.664
C -3.278 -1.099 2.830
H -3.629 -0.251 -0.423
H -4.506 0.743 0.697
H -3.605 2.116 2.075
H -2.217 4.491 3.163
H 0.303 5.363 2.658
H 1.392 3.604 0.962
H -4.983 -2.177 0.117
H -5.340 -4.116 1.600
H -4.366 -4.133 3.876
H -3.060 -2.186 4.665
H -2.700 -0.255 3.186
O 2.532 3.409 -0.804
C 2.360 2.222 -0.903
O 1.501 1.515 -0.173
C 3.150 1.342 -1.796
C 4.169 1.843 -2.592
C 4.918 0.967 -3.358
C 4.643 -0.394 -3.314
C 3.611 -0.889 -2.530
C 2.839 -0.011 -1.768
P 1.516 -0.568 -0.622
C 1.286 -2.240 -1.404
C 0.809 -2.150 -2.719
C 0.600 -3.281 -3.487
C 0.861 -4.539 -2.954
C 1.308 -4.648 -1.648
C 1.511 -3.506 -0.878
C 2.321 -0.920 0.977
C 3.392 -1.815 1.010
C 4.025 -2.113 2.207
C 3.598 -1.511 3.384
C 2.560 -0.593 3.353
C 1.932 -0.288 2.154
H 4.366 2.907 -2.584
H 5.722 1.336 -3.980
H 5.238 -1.081 -3.902
H 3.417 -1.951 -2.535
H 0.612 -1.174 -3.155
H 0.241 -3.182 -4.504
H 0.715 -5.427 -3.556
H 1.508 -5.623 -1.223
H 1.848 -3.620 0.147
H 3.750 -2.261 0.090
H 4.856 -2.805 2.221
H 4.090 -1.738 4.321
H 2.248 -0.091 4.261
H 1.161 0.481 2.157
Br -2.431 -1.259 -2.804
C -1.906 -2.073 -1.205
C -2.196 -3.418 -1.038
C -1.864 -4.036 0.150
C -1.254 -3.293 1.143
C -0.990 -1.969 0.889
N -1.291 -1.348 -0.268
H -2.681 -3.951 -1.842
H -2.087 -5.085 0.297
H -0.988 -3.717 2.101
H -0.494 -1.368 1.641
Te -1.088 1.942 -2.399
C -0.785 3.964 -1.837
C -1.754 4.601 -1.064
C -1.596 5.927 -0.698
C -0.473 6.633 -1.114
C 0.484 6.007 -1.900
C 0.327 4.676 -2.263
H -2.636 4.057 -0.746
H -2.352 6.414 -0.094
H -0.347 7.670 -0.831
H 1.359 6.552 -2.228
H 1.083 4.196 -2.871

3.
ORCA calculation (ωB97M-V/def2-TZVPD) on a structure of composition C42H34GeN6O2ReS2.

Properties
**2S+1**: 1
**Relative energy (zero: lowest compared OMol25 entry of this formula, charge and spin)**: 12.6 kcal/mol
**Total charge**: +3

Geometry (Å):
Re 0.660 0.046 -0.173
C 2.998 1.525 -1.697
N 2.702 1.295 -0.268
C 2.415 2.535 0.490
C 1.033 2.928 0.073
N 0.168 1.992 -0.413
C -0.955 2.693 -0.905
C -2.061 2.256 -1.614
C -2.990 3.220 -1.961
C -2.814 4.570 -1.620
C -1.687 5.013 -0.949
C -0.767 4.036 -0.617
N 0.507 4.126 -0.010
C 2.365 0.453 -2.498
N 1.227 -0.202 -2.090
C 0.917 -1.103 -3.150
C -0.091 -2.023 -3.275
C -0.131 -2.747 -4.454
C 0.811 -2.551 -5.471
C 1.831 -1.630 -5.342
C 1.854 -0.926 -4.153
N 2.725 0.075 -3.691
H 4.071 1.560 -1.889
H 2.570 2.484 -2.005
H 3.494 0.797 0.135
H 3.139 3.333 0.311
H 2.430 2.294 1.555
H -2.183 1.221 -1.908
H -3.869 2.933 -2.520
H -3.566 5.289 -1.913
H -1.539 6.058 -0.715
H 0.950 4.979 0.309
H -0.808 -2.169 -2.493
H -0.909 -3.482 -4.596
H 0.743 -3.137 -6.378
H 2.560 -1.475 -6.126
H 3.544 0.412 -4.182
O 2.894 -3.458 -1.107
S 3.306 -2.286 -0.431
O 3.939 -1.204 -1.141
N 1.937 -1.559 0.337
C 2.233 -1.248 1.584
S 1.129 -0.104 2.242
C 3.461 -1.801 2.117
C 4.000 -1.700 3.388
C 5.221 -2.323 3.622
C 5.874 -3.019 2.608
C 5.338 -3.122 1.321
C 4.126 -2.511 1.113
H 3.482 -1.172 4.179
H 5.669 -2.271 4.604
H 6.825 -3.490 2.817
H 5.855 -3.661 0.538
C -0.967 -0.575 -0.082
Ge -2.983 -0.938 0.013
C -3.435 -2.450 1.067
C -4.239 -3.462 0.535
C -4.714 -4.470 1.366
C -4.393 -4.474 2.714
C -3.581 -3.476 3.244
C -3.109 -2.464 2.429
C -3.532 0.646 0.962
C -2.656 1.384 1.759
C -3.097 2.505 2.451
C -4.425 2.897 2.353
C -5.311 2.157 1.582
C -4.872 1.030 0.898
C -3.682 -1.123 -1.762
C -4.565 -0.170 -2.273
C -5.171 -0.364 -3.509
C -4.902 -1.513 -4.238
C -4.021 -2.464 -3.741
C -3.409 -2.271 -2.510
H -4.510 -3.469 -0.511
H -5.339 -5.252 0.956
H -4.790 -5.245 3.360
H -3.330 -3.487 4.296
H -2.501 -1.675 2.861
H -1.619 1.072 1.872
H -2.418 3.059 3.086
H -4.778 3.757 2.905
H -6.352 2.447 1.528
H -5.588 0.443 0.334
H -4.801 0.719 -1.701
H -5.859 0.374 -3.898
H -5.400 -1.680 -5.183
H -3.831 -3.368 -4.305
H -2.756 -3.044 -2.117

4.
ORCA calculation (ωB97M-V/def2-TZVPD) on a structure of composition C42H34P2S3Tl.

Properties
**2S+1**: 1
**Relative energy (zero: lowest compared OMol25 entry of this formula, charge and spin)**: 0.0 kcal/mol
**Total charge**: -1

Geometry (Å):
Tl -2.271 3.799 -0.113
S -6.857 2.649 -1.548
C -5.304 3.037 -1.070
S -4.826 2.919 0.588
S -4.124 3.534 -2.234
C -0.537 -1.289 -0.184
C -0.080 0.946 1.093
P -1.711 1.457 1.858
C -2.489 -0.193 2.081
C -3.643 -0.465 1.354
C -4.260 -1.707 1.458
C -3.735 -2.676 2.296
C -2.582 -2.411 3.028
C -1.958 -1.181 2.916
C -1.090 1.766 3.563
C -1.869 1.420 4.670
C -1.387 1.592 5.957
C -0.133 2.148 6.166
C 0.616 2.570 5.079
C 0.142 2.381 3.788
P -1.104 1.276 -1.476
C -1.679 0.080 -2.744
C -0.826 -0.844 -3.352
C -1.313 -1.715 -4.313
C -2.648 -1.661 -4.695
C -3.498 -0.741 -4.101
C -3.018 0.122 -3.124
C 0.195 2.109 -2.478
C 1.444 1.580 -2.780
C 2.346 2.301 -3.549
C 1.997 3.546 -4.051
C 0.737 4.065 -3.791
C -0.156 3.354 -3.004
H -1.099 -1.684 -1.023
H -0.785 -1.753 0.762
H 0.455 1.887 0.927
H 0.484 0.347 1.813
H -4.071 0.308 0.724
H -5.159 -1.910 0.891
H -4.221 -3.640 2.387
H -2.171 -3.165 3.689
H -1.051 -0.989 3.477
H -2.852 0.995 4.515
H -1.988 1.280 6.803
H 0.253 2.260 7.172
H 1.579 3.041 5.236
H 0.745 2.709 2.952
H 0.222 -0.884 -3.080
H -0.645 -2.434 -4.773
H -3.016 -2.331 -5.462
H -4.537 -0.686 -4.400
H -3.678 0.854 -2.673
H 1.727 0.603 -2.414
H 3.329 1.890 -3.745
H 2.703 4.106 -4.653
H 0.451 5.029 -4.193
H -1.143 3.758 -2.809
C -0.201 0.202 -0.241
C 0.833 -0.837 -0.410
C 2.082 -1.264 -0.200
C 3.287 -0.399 -0.186
C 3.223 0.955 0.149
C 4.352 1.756 0.116
C 5.580 1.224 -0.246
C 5.664 -0.121 -0.577
C 4.534 -0.921 -0.551
C 2.256 -2.724 0.034
C 1.592 -3.673 -0.741
C 1.735 -5.028 -0.481
C 2.524 -5.458 0.574
C 3.171 -4.522 1.370
C 3.044 -3.170 1.098
H 2.275 1.383 0.435
H 4.272 2.806 0.369
H 6.466 1.846 -0.267
H 6.618 -0.551 -0.859
H 4.613 -1.962 -0.831
H 0.976 -3.336 -1.565
H 1.227 -5.753 -1.105
H 2.638 -6.516 0.777
H 3.770 -4.849 2.210
H 3.561 -2.448 1.718

5.
ORCA calculation (ωB97M-V/def2-TZVPD) on a cluster of 7 separate species, C42H35BrO28 in total.

Properties
**2S+1**: 1
**SMILES**: O=C1C=C(O)C(=O)C=C1O.O=C1C=C(O)C(=O)C=C1O.O=C1C=C(O)C(=O)C=C1O.O=C1C=C(O)C(=O)C=C1O.O=C1C=C(O)C(=O)C=C1O.O=C1C=C(O)C(=O)C=C1O.COCCCCOC(=O)OBr
**DFT total energy**: -171489.745 eV

Geometry (Å):
C 0.214 1.760 -1.363
O -0.476 2.995 -1.323
C -1.096 3.346 -2.551
C -2.444 4.028 -2.307
C -3.257 3.494 -1.120
C -3.386 1.974 -1.071
O -3.535 1.392 -2.386
C -4.677 1.434 -3.041
O -4.831 0.999 -4.127
O -5.687 2.025 -2.293
Br -6.409 3.469 -3.136
H 0.831 1.671 -2.267
H -0.479 0.906 -1.317
H 0.871 1.726 -0.491
H -1.212 2.463 -3.195
H -0.440 4.051 -3.087
H -3.034 3.956 -3.231
H -2.274 5.099 -2.140
H -2.797 3.810 -0.177
H -4.259 3.939 -1.167
H -2.474 1.514 -0.688
H -4.216 1.665 -0.429
C 4.706 -0.374 1.959
C 4.069 0.480 1.147
C 4.013 0.279 -0.349
O 3.422 1.125 -1.002
C 4.663 -0.869 -0.928
C 5.290 -1.734 -0.117
C 5.341 -1.540 1.385
O 5.925 -2.399 2.023
O 5.923 -2.820 -0.533
O 3.435 1.565 1.577
H 4.750 -0.240 3.032
H 4.622 -0.977 -2.003
H 6.278 -3.251 0.272
H 3.057 1.999 0.787
C 3.620 -1.881 -5.494
C 3.970 -1.957 -6.787
C 4.099 -0.730 -7.670
O 4.436 -0.935 -8.824
C 3.830 0.570 -7.103
C 3.484 0.649 -5.808
C 3.350 -0.580 -4.928
O 3.013 -0.372 -3.776
O 3.233 1.781 -5.175
O 4.235 -3.089 -7.420
H 3.520 -2.752 -4.862
H 3.926 1.439 -7.738
H 3.092 1.542 -4.234
H 4.461 -2.835 -8.339
C -9.543 -1.404 -1.944
C -8.300 -0.932 -1.757
C -7.814 -0.447 -0.404
O -6.659 -0.063 -0.330
C -8.736 -0.463 0.712
C -9.978 -0.930 0.520
C -10.453 -1.441 -0.824
O -11.600 -1.853 -0.867
O -10.902 -0.996 1.466
O -7.402 -0.852 -2.723
H -9.893 -1.755 -2.904
H -8.389 -0.097 1.668
H -11.695 -1.380 1.038
H -6.596 -0.456 -2.338
C 0.818 -3.067 2.201
C 0.432 -3.874 3.202
C 0.394 -3.415 4.647
O 0.049 -4.257 5.461
C 0.770 -2.061 4.967
C 1.157 -1.254 3.966
C 1.206 -1.716 2.521
O 1.610 -0.889 1.722
O 1.552 -0.004 4.136
O 0.059 -5.130 3.036
H 0.858 -3.390 1.170
H 0.748 -1.742 6.000
H 1.788 0.340 3.249
H -0.179 -5.469 3.924
C -2.616 -2.052 9.142
C -2.218 -2.810 8.107
C -3.206 -3.583 7.245
O -2.726 -4.207 6.316
C -4.613 -3.537 7.577
C -5.002 -2.784 8.616
C -4.023 -1.984 9.455
O -4.508 -1.328 10.361
O -6.258 -2.656 9.012
O -0.955 -2.947 7.740
H -1.925 -1.493 9.757
H -5.304 -4.108 6.974
H -6.236 -2.048 9.780
H -0.918 -3.557 6.966
C 7.416 4.232 -1.261
C 6.380 3.440 -1.580
C 6.376 2.592 -2.839
O 5.401 1.890 -3.035
C 7.520 2.658 -3.725
C 8.550 3.453 -3.404
C 8.562 4.285 -2.140
O 9.559 4.959 -1.945
O 9.644 3.589 -4.139
O 5.298 3.346 -0.821
H 7.428 4.837 -0.366
H 7.504 2.059 -4.624
H 10.215 4.222 -3.657
H 4.660 2.715 -1.213

Q: Which of these has the highest 2S+1?
A: C42H34BrN3O2PTeW